DFT (ωB97M-V/def2-TZVPD) results for 4 unconnected molecules or ions with the total composition C29H41IN3O7P.

The geometry in XYZ format:
```
82
Properties=species:S:1:pos:R:3:mulliken_charge:R:1
C -1.6852 7.1314 1.0416 -1.254
C -1.4265 6.8375 -0.4438 -0.948
C -0.1475 6.0487 -0.7695 -0.625
I 1.5047 7.1494 0.0935 0.080
C -0.1566 4.6151 -0.2800 0.865
C -1.2763 4.0983 0.3575 -0.716
C -1.3183 2.7979 0.8587 -0.029
C -2.5706 2.2877 1.5277 -0.882
O -3.7503 2.5889 0.7928 -0.243
O -3.6166 1.8991 -0.4497 -0.365
C -0.2125 1.9815 0.7494 -1.008
C 0.9153 2.4621 0.0976 0.215
C 0.9389 3.7462 -0.4362 0.687
C 2.1483 4.1040 -1.2211 -0.039
O 2.1095 4.8760 -2.1545 -0.556
C 3.4233 3.4283 -0.8538 0.247
C 4.6200 4.0572 -1.1466 -0.791
C 5.8164 3.4277 -0.8481 -0.996
C 5.8151 2.1671 -0.2716 -0.555
C 4.6223 1.5010 0.0305 0.697
P 4.6834 -0.2021 0.7035 0.682
C 3.7970 -0.0172 2.3194 -1.130
C 6.4200 -0.4112 1.2605 -1.459
C 3.4153 2.1575 -0.2632 -0.284
C 2.0929 1.5390 -0.0122 0.380
O 1.9326 0.3473 0.1369 -0.647
H -1.1292 6.4664 1.7007 0.408
H -2.7410 7.0121 1.2906 0.326
H -1.4158 8.1574 1.2782 0.414
H -2.2707 6.3049 -0.8844 0.429
H -1.3219 7.7865 -0.9681 0.497
H -0.0347 6.0669 -1.8487 0.582
H -2.1659 4.6957 0.4968 0.650
H -2.4935 1.2035 1.6328 0.384
H -2.7403 2.7576 2.4954 0.341
H -3.7133 2.5915 -1.1177 0.323
H -0.2374 0.9735 1.1387 0.551
H 4.6093 5.0325 -1.6127 0.513
H 6.7529 3.9148 -1.0832 0.407
H 6.7608 1.6846 -0.0757 0.445
H 2.8544 -0.5527 2.2732 0.092
H 4.4224 -0.4731 3.0851 0.459
H 3.6282 1.0313 2.5611 0.466
H 7.0257 -0.7875 0.4389 0.371
H 6.8628 0.5063 1.6533 0.517
H 6.4050 -1.1718 2.0377 0.392
C 2.3750 -5.0260 -0.2738 -0.968
N 3.1654 -4.3135 0.7077 0.195
C 2.5232 -3.8496 1.9247 -0.504
C 4.4739 -4.0565 0.5352 0.065
O 5.1656 -3.4522 1.3333 -0.553
H 1.5628 -4.3873 -0.6267 0.275
H 1.9560 -5.9311 0.1725 0.413
H 2.9966 -5.3043 -1.1227 0.251
H 2.6035 -2.7651 2.0000 -0.085
H 3.0043 -4.2885 2.7990 0.339
H 1.4748 -4.1378 1.9082 0.326
H 4.8699 -4.4394 -0.4201 0.280
C -6.2536 0.4860 -1.4232 -0.768
N -7.1215 -0.6663 -1.2788 0.149
C -8.3284 -0.7648 -2.0805 -0.969
C -6.8433 -1.6635 -0.4168 0.131
O -7.5329 -2.6522 -0.2606 -0.599
H -6.7986 1.4018 -1.1824 0.334
H -5.8873 0.5524 -2.4512 0.330
H -5.4060 0.3995 -0.7539 0.173
H -9.2078 -0.8252 -1.4387 0.296
H -8.3030 -1.6631 -2.6983 0.293
H -8.4054 0.1119 -2.7190 0.379
H -5.9087 -1.4978 0.1464 0.255
C -2.0846 -7.6214 -1.7599 -0.926
N -1.3743 -7.2199 -0.5635 0.133
C -1.2400 -5.8081 -0.2461 -0.426
C -0.8204 -8.1095 0.2828 0.106
O -0.2041 -7.8056 1.2862 -0.569
H -1.6034 -7.2080 -2.6486 0.330
H -3.1186 -7.2725 -1.7275 0.326
H -2.0857 -8.7067 -1.8374 0.300
H -0.1858 -5.5519 -0.1789 -0.179
H -1.7012 -5.5993 0.7199 0.298
H -1.7210 -5.2109 -1.0165 0.392
H -0.9708 -9.1576 -0.0267 0.280
```

As for the structure (SMILES): CC[C@@H](I)c1cc(COO)cc2c1C(=O)c1cccc(P(C)C)c1C2=O.CN(C)C=O.CN(C)C=O.CN(C)C=O. As for the HOMO-LUMO gap: 0.2536 hartree. The energy is -66928.0413 eV. The LUMO energy is -0.93 eV. As for the largest force on an atom: 0.88 eV Å⁻¹.